No. 1
C32H26F3N6OS3Sc | ωB97M-V/def2-TZVPD

```
72
C32H26F3N6OS3Sc ωB97M-V/def2-TZVPD
H 3.567 4.573 1.021
H -3.550 6.274 -1.944
C -6.082 3.438 -1.359
N 1.829 -2.712 1.630
C 4.358 -1.919 -0.851
H 1.088 -4.460 3.365
C 2.128 3.766 -0.363
C -5.072 3.667 -0.434
H 2.210 4.566 -1.084
H -6.789 2.636 -1.188
C 0.268 -3.863 2.989
C 2.418 -2.108 0.537
C 2.877 3.766 0.813
H 1.764 -0.045 -1.889
H -4.993 3.043 0.446
H -6.970 4.041 -3.217
C -2.050 -3.313 2.879
N 1.759 -1.224 -0.202
H -5.340 5.871 -3.583
C 3.649 -1.035 -1.660
S -1.898 1.076 1.915
H -2.081 3.246 -2.975
C -3.010 4.975 0.316
H -1.349 1.177 -4.910
C -4.151 4.687 -0.633
C 3.548 2.754 2.987
H -2.076 5.004 -0.247
C -6.184 4.224 -2.496
C -1.740 1.259 -2.245
C -1.719 -2.334 1.973
H 0.090 -2.825 -5.188
C -4.266 5.476 -1.775
C -0.612 -0.792 -5.198
O -0.865 -1.246 -1.117
H 2.465 -3.293 2.147
H -0.129 -3.075 -2.732
H -2.922 1.978 -3.902
Sc -0.236 -0.104 0.338
H 0.646 2.652 -1.457
C -0.273 -1.999 -4.588
C 0.517 -2.852 2.043
H 4.262 -3.179 0.879
C -1.019 -4.082 3.412
S -2.782 3.844 1.703
H -2.477 -1.690 1.546
H -3.079 -3.457 3.170
C 2.359 -0.729 -1.294
H 5.381 -2.183 -1.085
C 1.267 2.712 -0.572
H -0.507 -0.668 -6.267
C 2.743 2.743 1.720
H -3.486 2.477 -2.298
H -1.223 -4.854 4.142
F 4.348 1.679 3.097
N 1.136 1.704 0.297
C -2.606 2.290 -2.913
N -0.459 -2.079 1.576
S 1.521 0.356 2.478
N -1.971 2.518 -0.401
C -5.270 5.248 -2.700
C 1.838 1.684 1.456
C -0.391 -2.148 -3.224
C -1.221 0.133 -3.033
C 3.743 -2.473 0.244
F 4.360 3.831 3.041
C -2.159 2.426 0.869
C -1.090 0.245 -4.425
H 4.086 -0.592 -2.542
N -1.462 1.361 -0.984
C -0.840 -1.086 -2.417
H -3.144 5.960 0.771
F 2.782 2.799 4.085
```

* frontier orbital gap: 7.586 eV
* max |F|: 0.8 eV/A
* highest occupied orbital energy: -7.42 eV
* spin multiplicity: 1
* energy: -3893.9407 Eh

No. 2
C32H26F3N8PbS2Se2 | ωB97M-V/def2-TZVPD

```
74
C32H26F3N8PbS2Se2 ωB97M-V/def2-TZVPD
H -4.014 3.368 -0.349
Se -1.021 -1.023 -2.469
F 0.347 -6.963 1.248
H -5.279 2.170 4.627
C -4.083 1.692 -1.685
H -0.236 -0.055 2.951
N 0.945 -3.416 -2.126
N 1.934 -2.513 0.919
H 2.857 -3.523 -2.864
C 0.829 2.979 2.381
H 1.757 5.849 -1.969
H 4.488 -4.600 1.512
S -0.720 -2.627 0.937
C 1.886 -4.002 -2.866
H 3.301 3.338 -5.376
H -5.601 -0.823 2.809
C -0.618 -5.118 -2.793
C 1.633 -5.146 -3.613
S -3.364 0.619 2.036
C 0.930 -3.370 0.977
C 1.574 3.890 -1.080
H 2.419 -5.587 -4.209
H 2.644 4.764 -3.469
C -0.041 -5.699 1.290
H -6.315 0.180 4.011
H -3.816 -0.079 -2.880
C -0.241 -3.984 -2.106
H 0.144 -6.598 -4.150
C -3.371 0.599 -2.166
N 1.751 1.780 -2.218
N -5.592 0.038 3.324
C 1.057 3.832 1.190
C 1.125 -4.736 1.192
H 1.465 4.426 3.838
N 0.415 1.723 2.152
H -1.710 2.820 0.432
N -4.585 2.010 3.914
H 1.070 2.907 5.754
H 3.950 -2.196 1.079
C 2.428 -5.193 1.365
H 2.614 -6.245 1.535
F -0.738 -5.495 2.408
C 2.673 1.532 -4.403
C 2.489 3.698 -3.417
C -2.084 0.389 -1.706
C 0.368 -5.709 -3.577
N -1.499 1.200 -0.801
Se -1.584 -2.975 -1.076
C 1.567 5.280 -1.073
C 0.344 1.319 4.500
C 1.073 3.435 3.670
Pb 0.827 0.807 -0.108
H -5.086 1.886 -2.038
H -1.620 -5.516 -2.725
C 2.863 2.902 -4.489
C 3.174 -2.949 1.114
F -0.909 -5.519 0.255
H 1.291 7.027 0.139
C 1.050 5.219 1.263
H 0.119 0.635 5.305
N 1.284 3.197 0.032
C -3.491 2.511 -0.748
C 3.469 -4.282 1.348
C -4.588 0.900 3.170
H 2.959 0.883 -5.217
H 1.942 -0.049 -3.136
H -3.824 2.659 3.840
H 0.837 5.725 2.193
C 0.850 2.585 4.745
C 0.147 0.929 3.187
C 2.114 1.017 -3.247
C -2.206 2.219 -0.318
C 1.937 3.107 -2.286
C 1.295 5.946 0.110
```

* frontier orbital gap: 5.811 eV
* charge: +3
* max |F|: 0.9 eV/A
* highest occupied orbital energy: -14.88 eV
* spin multiplicity: 1
* energy: -7764.0007 Eh

No. 3
C32H26MoN6O6S2 | ωB97M-V/def2-TZVPD

```
73
C32H26MoN6O6S2 ωB97M-V/def2-TZVPD
H 1.422 -1.203 5.741
C -2.180 -0.255 -0.442
H -2.874 5.774 -0.339
H 3.210 -2.248 -5.268
H 5.007 -3.542 5.566
S 1.512 -3.964 -2.423
C -5.702 3.945 -0.041
H 4.842 -1.645 -4.965
O 0.232 -5.860 -0.610
H -4.527 7.610 -0.141
C -2.640 -2.610 -0.355
C -2.478 1.134 -0.413
C -6.201 6.292 0.033
C 4.640 -3.252 -1.305
C 4.206 -3.022 5.060
C -0.828 -0.594 -0.618
C -6.631 4.964 0.070
C -8.410 7.133 0.275
C 2.123 -1.682 3.778
H 0.694 3.751 -0.809
H 3.263 -2.388 6.877
C -1.510 2.118 -0.544
C 3.113 -2.332 3.035
N 3.986 -2.896 0.834
O 2.114 -1.689 0.955
C -3.350 3.167 -0.309
C 2.199 2.225 -1.001
C 0.173 0.409 -0.767
N -3.651 1.825 -0.271
N -0.390 -1.883 -0.652
C 3.809 -1.590 -4.631
O -7.010 7.352 0.130
C -4.836 6.575 -0.115
O 1.370 -3.859 0.201
N -2.054 3.358 -0.483
H -4.150 -1.120 -0.179
O 2.714 -5.744 -0.564
C 2.427 0.852 -1.050
H -8.625 6.583 1.193
C 4.157 -3.006 3.680
C 3.222 -2.372 5.796
H 3.036 2.902 -1.089
C -3.926 5.554 -0.224
S 1.440 -5.121 -0.691
C 3.658 -2.050 -3.226
H -6.073 2.927 -0.013
H -0.912 -3.880 -0.530
C 0.914 2.692 -0.845
H 5.348 -3.344 -3.281
C 4.568 -2.956 -2.642
C -1.278 -2.865 -0.518
N 3.687 -2.747 -0.434
H 5.308 -4.918 -0.201
H 1.317 -1.168 3.271
H -3.317 -3.446 -0.257
H 4.913 -3.512 3.096
H 3.426 0.458 -1.177
C -0.138 1.772 -0.721
H -8.812 6.595 -0.586
C 3.052 -2.318 1.594
H 6.388 -4.436 -1.538
C -3.094 -1.317 -0.313
N 1.441 -0.032 -0.947
H 3.422 -0.579 -4.742
Mo 1.772 -2.184 -0.913
C 2.182 -1.703 5.157
H -7.676 4.720 0.181
C -4.345 4.217 -0.188
O 2.677 -1.573 -2.560
H -4.573 1.445 -0.149
H 6.325 -3.496 -0.027
H -8.860 8.118 0.329
C 5.741 -4.075 -0.743
```

* frontier orbital gap (spin up / spin down): 3.809 / 3.810 eV
* charge: +2
* max |F|: 0.2 eV/A
* highest occupied orbital energy (spin up / spin down): -12.05 / -12.05 eV
* spin multiplicity: 1
* energy: -2879.1730 Eh

Please write out number 1 again, unchanged.
C32H26F3N6OS3Sc | ωB97M-V/def2-TZVPD

```
72
C32H26F3N6OS3Sc ωB97M-V/def2-TZVPD
H 3.567 4.573 1.021
H -3.550 6.274 -1.944
C -6.082 3.438 -1.359
N 1.829 -2.712 1.630
C 4.358 -1.919 -0.851
H 1.088 -4.460 3.365
C 2.128 3.766 -0.363
C -5.072 3.667 -0.434
H 2.210 4.566 -1.084
H -6.789 2.636 -1.188
C 0.268 -3.863 2.989
C 2.418 -2.108 0.537
C 2.877 3.766 0.813
H 1.764 -0.045 -1.889
H -4.993 3.043 0.446
H -6.970 4.041 -3.217
C -2.050 -3.313 2.879
N 1.759 -1.224 -0.202
H -5.340 5.871 -3.583
C 3.649 -1.035 -1.660
S -1.898 1.076 1.915
H -2.081 3.246 -2.975
C -3.010 4.975 0.316
H -1.349 1.177 -4.910
C -4.151 4.687 -0.633
C 3.548 2.754 2.987
H -2.076 5.004 -0.247
C -6.184 4.224 -2.496
C -1.740 1.259 -2.245
C -1.719 -2.334 1.973
H 0.090 -2.825 -5.188
C -4.266 5.476 -1.775
C -0.612 -0.792 -5.198
O -0.865 -1.246 -1.117
H 2.465 -3.293 2.147
H -0.129 -3.075 -2.732
H -2.922 1.978 -3.902
Sc -0.236 -0.104 0.338
H 0.646 2.652 -1.457
C -0.273 -1.999 -4.588
C 0.517 -2.852 2.043
H 4.262 -3.179 0.879
C -1.019 -4.082 3.412
S -2.782 3.844 1.703
H -2.477 -1.690 1.546
H -3.079 -3.457 3.170
C 2.359 -0.729 -1.294
H 5.381 -2.183 -1.085
C 1.267 2.712 -0.572
H -0.507 -0.668 -6.267
C 2.743 2.743 1.720
H -3.486 2.477 -2.298
H -1.223 -4.854 4.142
F 4.348 1.679 3.097
N 1.136 1.704 0.297
C -2.606 2.290 -2.913
N -0.459 -2.079 1.576
S 1.521 0.356 2.478
N -1.971 2.518 -0.401
C -5.270 5.248 -2.700
C 1.838 1.684 1.456
C -0.391 -2.148 -3.224
C -1.221 0.133 -3.033
C 3.743 -2.473 0.244
F 4.360 3.831 3.041
C -2.159 2.426 0.869
C -1.090 0.245 -4.425
H 4.086 -0.592 -2.542
N -1.462 1.361 -0.984
C -0.840 -1.086 -2.417
H -3.144 5.960 0.771
F 2.782 2.799 4.085
```

* frontier orbital gap: 7.586 eV
* max |F|: 0.8 eV/A
* highest occupied orbital energy: -7.42 eV
* spin multiplicity: 1
* energy: -3893.9407 Eh

Among the records above, which one has the lowest energy?
C32H26F3N8PbS2Se2

Copy entry 1 word for word.
C32H26F3N6OS3Sc | ωB97M-V/def2-TZVPD

```
72
C32H26F3N6OS3Sc ωB97M-V/def2-TZVPD
H 3.567 4.573 1.021
H -3.550 6.274 -1.944
C -6.082 3.438 -1.359
N 1.829 -2.712 1.630
C 4.358 -1.919 -0.851
H 1.088 -4.460 3.365
C 2.128 3.766 -0.363
C -5.072 3.667 -0.434
H 2.210 4.566 -1.084
H -6.789 2.636 -1.188
C 0.268 -3.863 2.989
C 2.418 -2.108 0.537
C 2.877 3.766 0.813
H 1.764 -0.045 -1.889
H -4.993 3.043 0.446
H -6.970 4.041 -3.217
C -2.050 -3.313 2.879
N 1.759 -1.224 -0.202
H -5.340 5.871 -3.583
C 3.649 -1.035 -1.660
S -1.898 1.076 1.915
H -2.081 3.246 -2.975
C -3.010 4.975 0.316
H -1.349 1.177 -4.910
C -4.151 4.687 -0.633
C 3.548 2.754 2.987
H -2.076 5.004 -0.247
C -6.184 4.224 -2.496
C -1.740 1.259 -2.245
C -1.719 -2.334 1.973
H 0.090 -2.825 -5.188
C -4.266 5.476 -1.775
C -0.612 -0.792 -5.198
O -0.865 -1.246 -1.117
H 2.465 -3.293 2.147
H -0.129 -3.075 -2.732
H -2.922 1.978 -3.902
Sc -0.236 -0.104 0.338
H 0.646 2.652 -1.457
C -0.273 -1.999 -4.588
C 0.517 -2.852 2.043
H 4.262 -3.179 0.879
C -1.019 -4.082 3.412
S -2.782 3.844 1.703
H -2.477 -1.690 1.546
H -3.079 -3.457 3.170
C 2.359 -0.729 -1.294
H 5.381 -2.183 -1.085
C 1.267 2.712 -0.572
H -0.507 -0.668 -6.267
C 2.743 2.743 1.720
H -3.486 2.477 -2.298
H -1.223 -4.854 4.142
F 4.348 1.679 3.097
N 1.136 1.704 0.297
C -2.606 2.290 -2.913
N -0.459 -2.079 1.576
S 1.521 0.356 2.478
N -1.971 2.518 -0.401
C -5.270 5.248 -2.700
C 1.838 1.684 1.456
C -0.391 -2.148 -3.224
C -1.221 0.133 -3.033
C 3.743 -2.473 0.244
F 4.360 3.831 3.041
C -2.159 2.426 0.869
C -1.090 0.245 -4.425
H 4.086 -0.592 -2.542
N -1.462 1.361 -0.984
C -0.840 -1.086 -2.417
H -3.144 5.960 0.771
F 2.782 2.799 4.085
```

* frontier orbital gap: 7.586 eV
* max |F|: 0.8 eV/A
* highest occupied orbital energy: -7.42 eV
* spin multiplicity: 1
* energy: -3893.9407 Eh

Number 1 is which compound?
C32H26F3N6OS3Sc